Molecular formula: C24H46N3O27S6
Method: DFT, ωB97M-V/def2-TZVPD

Element x y z (Å)
S 1.936434 8.292781 -5.545039
S 0.384298 3.798125 -2.065272
S 4.216626 0.014611 3.516173
S -5.208977 -6.212065 -4.072584
S 0.863540 -2.720079 6.064969
S 2.651228 10.652979 0.054793
O 0.634498 4.965249 -1.314499
O 1.766170 -2.520545 -0.924314
O -5.818189 -4.983374 -3.703555
O 0.943568 -3.630645 -0.622340
O 0.370829 8.297208 -5.231572
O -3.831403 -6.291719 -4.350900
O 2.433738 8.925511 -4.170802
O 4.341550 1.467490 2.879818
O 0.132779 4.194666 -3.581259
O 0.468443 -1.387865 5.825808
O 1.773419 3.026665 -2.268298
O -0.731375 -1.498631 -1.922295
O 4.187004 -0.954155 2.478724
O 2.838245 9.700206 1.321551
O -0.051928 -3.707271 6.486112
O -5.564008 -7.311784 -2.971019
O 2.756482 11.987390 0.479310
O 5.123465 -0.078959 4.586472
O 2.740869 0.155366 4.098185
O 2.097811 -2.730350 7.073969
O 2.184663 9.201282 -6.590870
O 3.983771 10.242100 -0.720416
O -0.605495 2.864754 -1.677205
O 1.545958 10.196514 -0.707535
O -6.030352 -6.833721 -5.276890
O 1.644592 -3.258293 4.774860
O 2.385862 6.950813 -5.604182
N -1.660371 -4.983979 0.114030
N -4.322005 -2.987299 -2.022530
N -2.778557 -5.616071 -0.206671
C -1.309291 -5.849760 2.384185
C 3.930761 8.797037 1.101065
C 4.861467 9.542246 0.173947
C -6.386986 -8.193679 -4.966307
C -1.979409 -1.652853 -1.322283
C 3.169723 -3.511869 6.519535
C 0.145777 8.637174 -3.851237
C 2.036766 2.852293 -3.673647
C 2.299083 1.521353 3.996910
C 3.062102 -3.281880 5.033894
C -2.224830 -3.033970 -0.942634
C -3.358202 -3.627667 -1.282545
C -0.094841 -3.156179 0.205216
C 1.351552 4.022169 -4.334441
C -0.830136 -4.772587 3.357461
C -0.779750 -5.823547 0.958756
C -3.544846 -4.911644 -0.892835
C 3.039791 2.070710 2.801258
C -1.376035 -3.788722 -0.207986
C -0.236524 -0.211849 -1.637192
C -3.136841 -3.649431 3.511537
C -1.613682 -3.474332 3.398162
C 1.312209 9.515247 -3.476478
C -6.588016 -8.192999 -3.470080
H -3.449766 -4.651241 3.714253
H 2.335046 -2.432643 -0.144933
H 3.000237 -4.557859 6.781519
H 1.492671 9.544190 -2.397261
H 0.262395 -5.595177 0.851203
H 0.166672 -3.439182 1.208677
H 2.582267 2.038558 4.914111
H 0.540055 0.064240 -2.319026
H 3.105394 2.836019 -3.861953
H 1.220785 1.564534 3.878163
H -4.443072 -5.392788 -1.198429
H 5.457599 10.280462 0.712914
H -4.849860 -3.707918 -2.506554
H -2.376340 -5.928773 2.339985
H 2.581138 1.756583 1.868151
H -6.483725 -9.181483 -3.034653
H 3.538006 7.893766 0.629839
H -7.280245 -8.487228 -5.507265
H -0.933144 -5.206623 4.334358
H -0.891772 -6.820938 0.594864
H 3.117653 3.152125 2.816696
H -1.041279 0.490541 -1.732010
H 3.507543 -2.318484 4.784219
H 5.520396 8.880102 -0.378388
H 1.599453 1.902584 -3.988319
H -1.416063 -2.809006 2.572702
H 1.179311 10.533640 -3.847829
H -0.988816 -6.786705 2.800518
H 3.532284 -4.067092 4.449204
H 1.131408 3.840536 -5.380818
H 0.222693 -4.622838 3.214518
H 0.111539 -0.172183 -0.616884
H -3.584133 -3.282156 2.605329
H -0.148812 -2.091300 0.186140
H -2.769512 -1.261522 -1.937291
H 4.402428 8.536789 2.043508
H -1.291651 -2.949157 4.290229
H -0.807942 9.142685 -3.738018
H -5.556975 -8.837710 -5.260031
H 4.125216 -3.189734 6.920212
H 1.937907 4.936265 -4.243579
H -4.987799 -2.545136 -1.403611
H 0.138308 7.713137 -3.268425
H -3.484142 -2.980726 4.269742
H -7.558987 -7.777537 -3.197706
H -2.017393 -1.065779 -0.407057

Atomic forces in eV per Å
-0.4 0.3 0.8
0.4 -0.1 -0.8
-0.6 0.5 -0.5
-0.7 -0.8 -0.3
1.1 -0.2 0.2
0.5 -0.6 0.2
0.0 0.4 0.6
0.3 0.3 -0.2
0.0 0.4 0.1
0.2 0.0 -0.4
0.1 0.2 0.0
0.8 0.3 0.1
-0.2 -0.4 0.1
0.0 0.1 0.2
0.0 -0.4 0.0
-0.4 0.6 0.0
0.0 0.2 -0.1
0.3 -0.5 -0.4
0.0 -0.3 -0.1
0.2 0.1 0.0
-0.7 -0.4 -0.1
0.1 -0.1 -0.2
-0.2 0.8 0.2
0.7 -0.3 0.5
-0.1 0.1 -0.4
0.1 0.3 -0.3
0.2 0.2 -0.7
-0.2 -0.4 0.0
-0.4 -0.2 0.3
-0.3 0.2 0.4
-0.3 0.1 0.3
0.2 -0.1 0.1
0.3 -0.5 -0.1
0.9 -3.3 1.5
-1.1 -0.2 -0.5
2.2 -1.4 1.5
0.9 0.3 0.2
-0.1 -0.5 -0.2
0.3 0.3 0.3
0.3 -0.4 -0.1
0.6 1.2 0.3
0.0 -0.6 0.1
0.0 -0.3 0.3
-0.2 -0.4 -0.2
0.0 0.3 0.4
0.3 0.3 0.0
0.0 1.0 -0.5
-1.3 1.0 -1.0
0.7 -0.9 0.9
0.4 0.5 0.0
-0.8 -0.3 -0.5
-0.7 -0.4 0.6
-3.2 -1.1 -1.5
-0.2 -0.1 -0.3
2.2 2.5 0.1
-0.5 0.1 -0.1
0.8 0.7 -0.4
-0.2 -0.1 0.5
-0.1 0.4 0.1
-0.5 0.1 0.1
-0.3 -0.6 0.2
0.2 -0.2 0.1
0.0 0.0 0.0
0.1 -0.2 -0.8
0.4 0.6 -0.1
-0.1 -0.1 0.8
0.0 0.0 0.0
0.5 -0.1 -0.3
0.1 0.1 0.2
0.0 -0.3 0.0
-0.8 -0.4 -0.1
0.0 0.0 0.0
-0.3 0.2 -0.4
-0.7 0.1 0.0
-0.1 0.0 -0.2
0.2 0.1 0.1
0.0 0.0 0.0
0.0 0.3 -0.1
0.0 -0.2 0.6
-0.2 -0.5 -0.6
0.3 0.0 0.1
-0.3 0.6 -0.1
-0.2 -0.1 -0.1
-0.1 0.1 -0.3
0.0 0.0 0.0
0.3 0.2 -0.4
0.0 0.0 0.0
0.2 -0.6 0.1
-0.2 0.0 -0.1
-0.3 0.0 0.0
0.6 0.3 -0.1
0.4 0.1 0.5
-0.5 -0.2 -0.6
-0.2 0.5 -0.2
-0.4 0.0 -0.5
-0.1 0.2 0.1
0.2 0.2 0.0
-0.1 0.0 -0.2
0.0 0.0 0.0
-0.1 0.2 0.1
0.0 0.0 -0.1
-0.1 0.6 0.0
0.0 0.0 0.0
-0.5 0.2 0.7
0.0 0.0 0.0
-0.1 0.3 0.5

Results
- Charge: +1
- 2S+1: 1
- LUMO level: -0.12291 hartree
- Orbital gap: 8.949 eV


Molecular formula: C24H46O13S5
Method: DFT, ωB97M-V/def2-TZVPD

Element x y z (Å)
S 0.724034 2.904693 2.290943
S 2.134034 -0.695307 -4.414057
S -0.082966 -0.903307 0.113943
S -3.991966 -2.803307 -3.352057
S -4.370966 2.133693 -0.035057
O -5.242966 -3.297307 -3.718057
O 0.979034 -1.430307 -4.226057
O -1.191966 -0.106307 -0.499057
O 2.487034 -0.456307 -5.823057
O 3.266034 -1.188307 5.812943
O 1.271034 -0.298307 0.093943
O -5.231966 1.152693 -0.572057
O 2.289034 -2.938307 6.895943
O -0.148966 1.777693 2.161943
O 0.447034 3.867693 3.420943
O 3.666034 -3.145307 5.203943
O -3.468966 2.858693 -0.844057
O -3.107966 -3.657307 -2.629057
C 3.535034 -1.394307 -3.657057
C -4.182966 -1.352307 -2.469057
C -3.527966 1.439693 1.422943
C -3.139966 -2.208307 -4.748057
C -1.016966 -2.964307 1.246943
C 3.040034 -2.440307 6.079943
C 3.227034 3.300693 1.669943
C 2.144034 0.870693 -3.536057
C -0.337966 -3.505307 -0.047057
C 4.169034 -2.960307 2.762943
C 4.057034 -1.051307 4.520943
C -2.717966 -0.790307 -4.358057
C -0.099966 -2.328307 -1.018057
C 0.928034 3.953693 0.862943
C 3.221034 0.832693 -2.426057
C -5.242966 3.367693 0.831943
C 4.413034 -2.407307 4.234943
C -3.660966 2.558693 2.507943
C 2.362034 2.219693 2.341943
C -3.757966 -0.258307 -3.431057
C 2.394034 3.665693 0.461943
C -5.051966 3.080693 2.333943
C -0.588966 -1.646307 1.657943
C 4.208034 -0.161307 -2.978057
H 1.104034 1.026693 -3.014057
H -0.783966 -4.530307 -0.303057
H -0.752966 -3.793307 2.156943
H 1.999034 1.864693 -3.964057
H 0.682034 -2.436307 -1.642057
H 4.960034 0.416693 -3.664057
H 0.007034 3.771693 0.292943
H 0.915034 5.075693 1.042943
H 0.334034 -1.867307 2.133943
H -4.667966 0.212693 -4.056057
H -2.913966 3.299693 2.324943
H -6.246966 3.327693 0.468943
H -2.529966 -0.245307 -5.194057
H -1.846966 -0.813307 -3.795057
H 4.166034 -1.747307 -4.311057
H 2.442034 1.446693 1.548943
H -4.827966 4.443693 0.655943
H 3.119034 -2.715307 2.470943
H 2.674034 2.031693 3.383943
H -2.389966 -2.844307 -4.854057
H 4.855034 -0.475307 -2.147057
H -2.478966 1.210693 1.334943
H -5.330966 -1.346307 -2.225057
H -3.733966 -1.291307 -1.520057
H -3.873966 -2.271307 -5.598057
H 4.259034 3.303693 1.495943
H -1.167966 -0.907307 2.098943
H 3.256034 4.062693 2.514943
H 5.460034 -2.450307 4.599943
H 2.252034 2.843693 -0.202057
H -3.129966 2.323693 3.359943
H -5.904966 2.549693 2.698943
H -2.152966 -3.200307 1.088943
H 3.530034 1.754693 -2.199057
H 2.658034 0.493693 -1.503057
H 3.265034 -2.382307 -2.836057
H -3.831966 0.447693 1.633943
H 4.865034 -2.365307 2.101943
H 4.510034 -4.029307 2.526943
H 0.704034 -3.731307 0.209943
H 3.429034 -0.554307 3.854943
H -3.342966 0.720693 -3.080057
H 2.854034 4.566693 0.187943
H 4.976034 -0.427307 4.584943
H -5.130966 3.865693 2.938943
H -1.031966 -2.233307 -1.755057

Atomic forces in eV per Å
-0.6 3.1 3.8
2.8 3.0 -4.4
-0.4 2.5 -4.9
2.0 -0.4 0.7
1.7 0.0 2.3
-3.2 -1.2 -1.0
-3.7 -2.2 1.5
1.6 -0.7 2.1
0.0 0.1 1.7
1.1 3.7 -0.8
-1.5 -0.8 0.9
-1.3 -1.3 -0.9
1.2 1.4 -0.5
-0.8 -0.3 -0.6
0.9 -2.4 -2.2
1.3 -3.5 -2.2
1.6 0.5 -1.7
1.2 -1.0 0.9
-2.3 0.1 6.9
-3.6 2.2 0.3
1.4 1.3 0.5
-3.5 2.8 -0.6
-3.4 -6.3 1.2
-2.3 -1.3 1.2
-2.6 1.5 3.2
-3.3 1.7 2.8
1.4 -0.7 0.9
1.3 0.7 0.2
-0.6 2.4 2.3
-1.4 -2.5 0.8
-6.0 -1.0 0.9
0.1 1.7 0.6
-3.7 -4.1 -0.6
0.4 2.8 1.3
1.4 -3.4 -0.6
-0.2 -1.8 -3.0
2.3 -0.1 -1.0
-2.3 3.9 -1.7
-1.2 0.2 0.5
-0.4 -1.7 -1.2
2.2 0.2 -1.7
2.8 0.4 0.5
1.4 -1.4 -0.6
0.3 2.0 -0.4
-0.7 2.3 -2.4
1.2 -0.5 -1.6
3.1 -0.1 -1.6
-1.6 -1.3 0.6
0.9 -0.4 -0.8
-0.4 -1.5 0.8
0.9 0.7 1.0
1.5 -1.6 1.2
0.2 1.3 -1.5
-0.8 0.1 0.1
0.4 1.9 -2.3
2.1 -0.4 0.9
2.9 -2.1 -3.9
-0.8 -0.7 1.3
-0.5 -2.2 -0.3
0.8 -0.5 0.1
-0.5 -0.5 -0.6
3.4 -2.8 -0.9
0.0 -0.3 -0.3
0.7 0.6 -1.2
2.1 0.3 -0.6
1.2 -0.3 1.0
0.9 0.3 0.7
1.5 -1.5 -0.6
-1.3 0.9 1.2
-0.5 0.3 -1.4
-0.2 -0.9 -0.9
1.2 -0.5 -1.1
-0.4 -1.5 2.9
-0.1 -1.6 0.2
1.8 1.2 0.4
1.8 3.5 0.5
1.0 -0.2 -0.9
0.5 3.3 -2.4
-1.6 -0.7 0.6
-0.8 -0.3 0.5
-0.9 1.4 1.0
0.0 -0.4 0.4
-1.4 0.6 -1.2
-0.4 -1.1 0.9
0.3 1.0 -1.9
-0.8 -0.2 0.8
-0.4 4.2 1.8
1.8 0.3 1.8

Results
- Charge: 0
- 2S+1: 1
- LUMO level: -0.00552 hartree
- Orbital gap: 9.987 eV
- SMILES string: C[C@H]1COC(=O)O1.O=S1(=O)CCCC1.O=S1(=O)CCCC1.O=S1(=O)CCCC1.O=S1(=O)CCCC1.O=S1(=O)CCCC1